(P)
Formula: C38H102N4O22
Source: OMol25
Level of theory: ωB97M-V/def2-TZVPD

Last column: Löwdin charge in e.
Geometry (Å):
O1 0.73549 -5.53813 -8.28133  -0.059
O2 -10.13617 2.46803 2.13691  -0.203
O3 0.86682 6.18792 4.00702  -0.052
O4 3.42418 5.34755 5.00349  -0.049
O5 0.62321 0.09658 -2.68023  -0.035
O6 4.88469 -6.53725 3.70292  -0.207
O7 5.46578 0.17320 -2.94119  -0.061
O8 -3.66816 -0.80581 15.42178  -0.195
O9 -1.25626 -3.33099 -7.87089  -0.080
O10 -5.51875 -1.17304 -5.50279  -0.049
O11 -4.68143 0.91843 -7.46753  -0.068
O12 3.21546 4.53816 -9.45571  -0.207
O13 -6.26059 0.45267 2.76933  -0.187
O14 8.28453 -4.17646 -2.76817  -0.079
O15 0.48260 8.23507 -2.56073  -0.058
O16 -0.86218 0.00843 9.48437  -0.200
O17 8.01076 2.56634 -1.84615  -0.075
O18 0.62464 5.27192 -2.66350  -0.065
O19 6.99545 -10.65837 3.20409  -0.199
O20 1.10728 -0.52158 -0.05246  -0.074
O21 5.48898 -5.03291 -2.90583  -0.077
O22 -0.63480 8.84601 -9.14764  -0.199
N1 -2.84001 -1.00882 12.49662  -0.073
N2 1.82670 7.01278 -9.87350  -0.062
N3 3.94260 -9.20352 1.97539  -0.066
N4 -8.65716 0.12939 1.24106  -0.056
C1 -1.69847 0.24011 10.63459  -0.206
C2 -9.62546 0.86484 0.46032  -0.218
C3 5.68157 -10.74381 2.69336  -0.243
C4 -10.71600 1.39602 1.42037  -0.220
C5 0.18741 -3.21897 -7.83679  -0.250
C6 0.35007 -1.37960 -0.86221  -0.243
C7 1.65478 8.48608 -9.99451  -0.152
C8 -6.08694 0.04604 -5.69405  -0.295
C9 -4.02045 -1.90512 14.48013  -0.197
C10 -11.08858 3.23182 2.91264  -0.087
C11 -2.89492 -2.06948 13.51155  -0.228
C12 -0.63553 7.37795 -2.54183  -0.253
C13 1.93873 6.48778 -8.48703  -0.185
C14 -6.35553 -0.46866 1.72978  -0.232
C15 -1.45886 -0.90359 8.47726  -0.061
C16 3.84698 3.27438 -9.12227  -0.088
C17 6.50891 -5.62519 -3.66355  -0.236
C18 -5.20129 1.21705 -6.16314  -0.223
C19 -4.43586 -0.90118 16.64428  -0.112
C20 7.79453 -5.52630 -2.79382  -0.236
C21 7.45192 1.31371 -2.11662  -0.234
C22 -0.32043 -0.41056 -1.79778  -0.300
C23 1.04238 5.21782 4.98246  -0.293
C24 -1.21130 9.50252 -10.29633  -0.079
C25 5.10272 -9.38039 2.75506  -0.258
C26 0.68203 9.11846 -8.87204  -0.235
C27 -7.34251 -0.05244 0.62016  -0.209
C28 -5.56451 1.64690 2.53410  -0.106
C29 2.30634 4.50315 4.83382  -0.274
C30 3.55089 -6.99387 3.25393  -0.160
C31 2.13823 4.90804 -8.61203  -0.218
C32 0.85438 -4.44806 -7.35131  -0.241
C33 3.49296 -7.79745 1.89850  -0.180
C34 -0.37349 5.97317 -1.97464  -0.263
C35 5.95730 1.43370 -2.63974  -0.263
C36 5.50141 -5.64806 2.76780  -0.117
C37 -1.76697 -1.01771 11.54521  -0.220
C38 7.80021 -11.82844 3.07124  -0.095
H1 -1.16746 -0.92892 -2.24717  0.112
H2 1.93625 -4.38369 -7.23499  0.125
H3 8.57553 -6.15525 -3.22109  0.112
H4 4.06765 -7.25786 1.14573  0.092
H5 4.15129 4.98033 4.49548  0.091
H6 -10.90902 0.57975 2.11646  0.123
H7 0.90529 8.74428 -7.87292  0.103
H8 -0.79058 9.24487 -11.26830  0.074
H9 -1.77308 -1.95605 10.99060  0.103
H10 4.84379 -9.22180 3.80191  0.126
H11 1.61041 0.14988 -0.51893  0.078
H12 5.39325 1.97835 -1.88257  0.114
H13 1.02581 -2.06825 -1.36939  0.120
H14 0.54278 1.05046 -2.60773  0.093
H15 3.23789 -7.65825 4.05937  0.114
H16 8.75249 -11.72581 3.59156  0.088
H17 -5.23554 -1.46779 -6.37143  0.090
H18 8.01070 -11.74697 2.00486  0.079
H19 -4.91650 -1.77157 13.87402  0.121
H20 -1.44319 1.11555 11.23170  0.116
H21 0.41709 -4.61924 -6.36765  0.120
H22 -1.60381 -2.43643 -7.84689  0.077
H23 -0.41846 -1.95296 -0.34382  0.123
H24 1.38142 8.82406 -10.99408  0.097
H25 5.11604 -11.48539 3.25756  0.126
H26 -1.34561 5.48061 -1.99627  0.118
H27 6.25791 -6.67854 -3.78829  0.124
H28 0.14968 4.59450 4.93091  0.129
H29 1.20984 4.52272 -9.03361  0.111
H30 5.15750 -4.63070 2.95437  0.084
H31 -6.03423 2.17149 1.70207  0.078
H32 -4.40634 1.44838 -5.45417  0.111
H33 -1.48907 -1.91914 8.87204  0.067
H34 0.78571 10.19337 -8.72400  0.111
H35 1.72321 6.62160 3.99594  0.077
H36 -1.99113 -2.23311 14.09848  0.116
H37 6.69786 -4.96080 -4.50675  0.119
H38 -8.44033 0.73010 2.02351  0.092
H39 -6.75014 -0.20237 -6.52264  0.117
H40 -0.95521 7.36655 -3.58384  0.122
H41 -2.25028 9.18926 -10.39878  0.086
H42 -10.53676 4.10507 3.26053  0.081
H43 0.46807 -2.87155 -8.83109  0.118
H44 5.68384 -11.16109 1.68639  0.119
H45 2.84133 -6.17125 3.16491  0.111
H46 -10.03057 0.17465 -0.27970  0.114
H47 -4.34187 -1.86297 17.14849  0.081
H48 -4.49840 1.57789 2.31789  0.087
H49 5.36408 -5.81010 1.69870  0.067
H50 -5.81038 2.12069 -6.14009  0.113
H51 -4.14312 -2.81927 15.06098  0.113
H52 6.56373 -5.80576 2.95410  0.089
H53 -0.85788 0.31863 -1.19155  0.125
H54 7.29617 -12.79066 3.16164  0.084
H55 8.00772 0.88432 -2.95018  0.117
H56 5.94197 -8.72998 2.50863  0.128
H57 -1.09473 10.57103 -10.11525  0.086
H58 -4.80823 1.70722 -7.99982  0.081
H59 -4.12791 -0.07411 17.28398  0.081
H60 4.73928 3.13581 -9.73275  0.082
H61 -1.48395 7.69010 -1.93287  0.114
H62 -5.37373 -0.78682 1.37914  0.118
H63 2.40860 4.04551 3.84985  0.125
H64 -6.93821 0.81899 0.10514  0.101
H65 2.76267 6.77442 -7.83353  0.108
H66 2.64852 6.72270 -10.38396  0.093
H67 -0.95343 -0.97777 7.51439  0.081
H68 -3.02969 -0.07535 12.83242  0.112
H69 -7.39560 -0.84323 -0.12813  0.117
H70 -2.46813 -0.52050 8.32650  0.082
H71 8.34805 2.99220 -2.63766  0.085
H72 7.48579 0.78701 -1.16292  0.122
H73 -0.19036 -5.53949 -8.53511  0.073
H74 2.64826 8.85912 -9.74563  0.101
H75 -0.01070 6.01243 -0.94754  0.117
H76 7.48685 -5.82087 -1.79050  0.112
H77 5.93567 2.01426 -3.56202  0.109
H78 0.56500 8.80108 -1.78972  0.091
H79 0.95632 5.73221 5.93959  0.124
H80 -0.84548 -1.13203 12.11607  0.114
H81 -2.66830 0.66083 10.36901  0.109
H82 3.20554 2.40675 -9.27678  0.083
H83 0.37769 -2.33900 -7.22236  0.117
H84 1.34476 5.90490 -2.71222  0.077
H85 -2.99395 -3.02262 12.99212  0.119
H86 -11.35821 2.81263 3.88202  0.082
H87 -11.57992 1.71343 0.83641  0.116
H88 -5.49337 -0.68330 16.49497  0.078
H89 4.06320 -9.51436 1.02201  0.108
H90 4.20917 3.27833 -8.09421  0.079
H91 -11.93197 3.52266 2.28638  0.085
H92 2.30821 3.64432 5.50502  0.121
H93 1.01224 6.65892 -7.93892  0.104
H94 -5.71987 2.28344 3.40518  0.092
H95 2.46770 -7.81684 1.52894  0.110
H96 4.51076 0.15353 -2.84555  0.084
H97 -9.20992 1.67703 -0.13614  0.113
H98 5.71626 -4.11004 -2.77072  0.082
H99 9.17981 -4.17830 -2.42165  0.080
H100 -6.68188 0.20805 -4.79522  0.123
H101 -6.76643 -1.40141 2.11611  0.121
H102 2.25552 4.37648 -7.66769  0.106

Properties
E_LUMO = 0.0 eV
HOMO energy = -8.4 eV
SMILES string = COCCNCCOC.COCCNCCOC.COCCNCCOC.COCCNCCOC.OCCO.OCCO.OCCO.OCCO.OCCO.OCCO.OCCO
gap between HOMO and LUMO = 8.38 eV



(Q)
Formula: C38H102N4O22
Source: OMol25
Level of theory: ωB97M-V/def2-TZVPD

Last column: Löwdin charge in e.
Geometry (Å):
O1 -2.16709 4.64533 4.25169  -0.079
O2 -2.30458 -5.69515 -2.12110  -0.073
O3 2.85199 -1.59086 2.53789  -0.062
O4 0.48785 8.59682 1.05234  -0.177
O5 5.53629 0.39490 0.56587  -0.085
O6 -0.64342 -8.39244 4.47601  -0.205
O7 -3.16255 4.58634 -3.07633  -0.075
O8 0.26139 -6.97390 -3.34511  -0.069
O9 -2.81018 4.72076 1.49225  -0.053
O10 0.59869 -5.12988 0.69431  -0.206
O11 3.79788 6.51775 3.68511  -0.190
O12 2.87072 -2.65437 -2.01336  -0.235
O13 4.82232 -2.14141 0.50074  -0.063
O14 4.25384 -7.80600 -3.56661  -0.072
O15 -0.18872 3.65992 -2.25883  -0.062
O16 0.43350 -0.09212 2.81374  -0.072
O17 4.44628 -4.87211 -2.69216  -0.063
O18 -7.10888 3.94138 -1.07955  -0.174
O19 -4.65615 1.38568 -4.67352  -0.183
O20 -0.59783 -0.50716 -0.31714  -0.162
O21 3.12400 2.28956 0.66785  -0.097
O22 0.08869 3.53938 3.20515  -0.096
N1 -4.79967 2.23008 -2.13741  -0.058
N2 2.08855 0.20421 -0.85060  -0.065
N3 -0.14600 -7.80483 1.66716  -0.032
N4 1.34403 5.92909 2.28927  -0.063
C1 2.55882 -2.07179 1.22339  -0.219
C2 3.49782 -5.83854 -2.28467  -0.273
C3 -2.92860 5.70135 3.70478  -0.246
C4 -3.69532 5.21637 2.47337  -0.266
C5 -1.71310 -0.49135 0.54909  -0.085
C6 -7.74327 5.18791 -0.87563  -0.101
C7 -3.84504 0.66139 -3.77973  -0.222
C8 0.93112 7.45312 0.33342  -0.216
C9 -0.22064 0.79250 -0.69494  -0.211
C10 -0.68792 -7.23586 0.42244  -0.218
C11 -0.43201 -4.29121 1.15626  -0.105
C12 -0.97485 -6.63971 -3.98529  -0.233
C13 -0.09509 1.17517 3.20586  -0.217
C14 -0.60896 -9.41489 3.47196  -0.218
C15 0.28107 -6.21284 -0.16320  -0.211
C16 -4.19684 1.30021 -5.99455  -0.120
C17 3.66904 -2.95849 0.73871  -0.182
C18 -5.16964 2.55704 -0.76310  -0.198
C19 0.99114 0.86594 -1.60007  -0.154
C20 -4.29380 0.88934 -2.33105  -0.194
C21 0.91330 9.76213 0.37545  -0.122
C22 -0.51334 -8.92458 5.77756  -0.121
C23 0.47706 6.24092 1.14519  -0.168
C24 0.79299 2.34475 2.87717  -0.218
C25 3.53229 5.24491 3.10968  -0.214
C26 2.62769 5.33812 1.90737  -0.199
C27 5.16819 6.88354 3.61180  -0.105
C28 1.55201 -3.01052 -1.64111  -0.075
C29 -2.16555 3.94401 -3.83821  -0.223
C30 -1.11156 -8.75046 2.20929  -0.228
C31 4.06322 -7.21547 -2.27910  -0.237
C32 5.10527 1.11799 1.69700  -0.228
C33 3.23460 -0.22832 -1.68210  -0.160
C34 3.61282 1.43534 1.68191  -0.254
C35 -1.65767 -5.44878 -3.37295  -0.236
C36 -5.77592 3.93086 -0.62118  -0.238
C37 -1.25728 3.06883 -2.96851  -0.259
C38 3.01726 -1.37817 -2.62541  -0.173
H1 3.56431 0.64208 -2.25578  0.138
H2 0.37097 -9.89844 3.45805  0.124
H3 -0.03109 1.51072 0.10703  0.125
H4 0.73132 0.34274 -2.52928  0.117
H5 -5.13185 4.71370 -1.03193  0.125
H6 -7.34572 5.96343 -1.53212  0.092
H7 3.04445 4.65037 3.88923  0.126
H8 -7.67349 5.45841 0.18342  0.088
H9 0.45581 10.66068 0.78521  0.086
H10 2.51604 4.39155 1.38185  0.099
H11 -3.56754 6.05588 4.50986  0.119
H12 3.86620 -3.82916 1.37008  0.135
H13 4.08779 -0.47824 -1.04885  0.096
H14 -3.95122 -0.41617 -3.96426  0.126
H15 -0.97029 -4.60860 -3.26759  0.109
H16 -0.55677 6.35582 1.47422  0.107
H17 1.47015 6.73150 2.89357  0.123
H18 0.85060 -3.09119 -2.48470  0.099
H19 5.47161 -2.65138 0.00792  0.116
H20 2.98709 0.53797 1.67700  0.090
H21 -0.79453 2.37566 -3.69124  0.118
H22 -0.35666 -8.12383 6.49955  0.085
H23 2.72602 1.69319 -0.00392  0.039
H24 -1.82938 2.45239 -2.28280  0.082
H25 3.46670 1.91910 2.65678  0.098
H26 -3.10347 1.30468 -6.08869  0.084
H27 -1.38893 -9.48631 1.44987  0.118
H28 -1.06163 1.25695 -1.21714  0.085
H29 -1.75184 -1.49591 0.98106  0.085
H30 -2.27506 6.51665 3.36592  0.112
H31 -1.66295 -6.73853 0.47509  0.104
H32 0.52818 -7.83879 -3.66965  0.092
H33 -3.30038 4.42928 0.71997  0.055
H34 -1.43801 -9.42403 6.08387  0.086
H35 0.59487 4.34290 2.91857  0.058
H36 3.15127 5.91580 1.12880  0.116
H37 2.55080 -5.72744 -2.82722  0.114
H38 1.06454 -2.25619 -1.02174  0.067
H39 -1.40022 -4.79556 1.18233  0.088
H40 -2.43440 -5.05793 -4.04004  0.120
H41 0.49215 7.34009 -0.66265  0.124
H42 5.32263 7.80395 4.16963  0.085
H43 -1.59058 -7.51532 -4.20152  0.123
H44 2.02130 7.48822 0.27609  0.112
H45 -2.07268 -8.29519 2.48698  0.123
H46 -0.22178 -3.79797 2.10344  0.089
H47 -1.65533 0.13062 1.44826  0.065
H48 -4.51356 0.34757 -6.43942  0.090
H49 5.09013 -0.47312 0.60632  0.021
H50 -0.52351 -3.47076 0.42912  0.071
H51 -5.79295 4.11388 0.46310  0.115
H52 -2.78351 0.90215 -3.90422  0.102
H53 0.74100 9.66958 -0.70147  0.083
H54 -0.09648 -7.00818 2.29860  0.107
H55 5.20374 0.54555 2.62917  0.122
H56 0.46411 4.05720 -2.84131  0.095
H57 -0.16601 -5.76727 -1.05406  0.088
H58 3.19976 -5.61051 -1.24673  0.106
H59 1.66679 -0.63642 -0.47485  0.044
H60 4.70245 -7.17960 -4.14417  0.080
H61 -5.05755 0.12958 -2.11447  0.125
H62 1.74413 2.27047 3.40941  0.110
H63 -3.73014 3.92609 -2.64284  0.038
H64 -1.08913 1.36954 2.77867  0.107
H65 5.74205 2.00199 1.72793  0.117
H66 -2.65360 3.27718 -4.55597  0.098
H67 2.19026 -1.12871 -3.30124  0.120
H68 1.26382 1.88976 -1.83363  0.111
H69 -2.64246 -0.29736 0.00911  0.076
H70 4.03202 -4.00041 -2.58916  0.048
H71 -4.26219 2.44417 -0.15300  0.116
H72 -8.80985 5.06872 -1.06141  0.088
H73 -1.31555 -10.19191 3.79366  0.116
H74 5.54682 6.92102 2.58952  0.088
H75 1.19663 -6.74117 -0.42299  0.116
H76 1.61401 -2.62154 1.27458  0.105
H77 -5.75119 1.77137 -0.25192  0.130
H78 0.46360 5.32580 0.54937  0.120
H79 5.72411 6.12069 4.17067  0.086
H80 3.94855 -1.50514 -3.18470  0.136
H81 -4.28952 6.06403 2.10988  0.115
H82 -1.53934 4.66531 -4.36280  0.124
H83 -0.16634 -0.75595 3.16510  0.101
H84 3.39717 -7.92652 -1.78740  0.119
H85 0.34228 -9.60098 5.84860  0.086
H86 2.43750 -1.23900 0.52352  0.076
H87 -0.67269 -6.27105 -4.97858  0.119
H88 -1.50105 4.29427 3.63181  0.037
H89 3.41048 -3.41629 -0.22330  0.084
H90 -4.57856 2.12941 -6.58734  0.093
H91 1.64428 -3.98597 -1.17372  0.071
H92 5.02556 -7.25356 -1.75697  0.124
H93 4.46082 4.75843 2.80767  0.118
H94 -5.67461 2.25857 -2.65598  0.127
H95 -0.67931 -8.09473 -0.25285  0.122
H96 2.20739 -0.89284 2.74536  0.044
H97 0.95326 2.34467 1.79259  0.104
H98 -3.41088 0.66900 -1.72754  0.090
H99 -0.33637 1.11618 4.27424  0.133
H100 -3.08937 -6.21357 -2.32028  0.089
H101 -4.41472 4.48037 2.84658  0.113
H102 1.99848 9.91015 0.46864  0.085

Properties
E_LUMO = 0.1 eV
HOMO energy = -8.7 eV
SMILES string = COCCNCCOC.COCCNCCOC.COCCNCCOC.COCCNCCOC.OCCO.OCCO.OCCO.OCCO.OCCO.OCCO.OCCO
gap between HOMO and LUMO = 8.81 eV



Most stable to least stable: (Q), (P)